C3H6N2S | ωB97M-V/def2-TZVPD

## Properties
- HOMO level: -8.31 eV
- Structure (SMILES): NC(=S)N1CC1
- Spin multiplicity: 1
- Net charge: 0

```
12
C3H6N2S | the Open Molecules 2025 dataset | ωB97M-V/def2-TZVPD
N -0.278 0.244 -1.774
C 0.092 0.325 -0.471
S -0.017 1.814 0.347
N 0.527 -0.886 0.031
C 0.218 -1.230 1.397
C -0.282 -2.047 0.263
H -0.928 0.944 -2.140
H -0.138 -0.631 -2.262
H 1.072 -1.564 2.001
H -0.450 -0.577 1.904
H -1.369 -2.031 0.031
H 0.173 -2.955 -0.020
```

C3H6N2S | ωB97M-V/def2-TZVPD

## Properties
- HOMO level: -8.52 eV
- Spin multiplicity: 1
- Net charge: 0

```
12
C3H6N2S | the Open Molecules 2025 dataset | ωB97M-V/def2-TZVPD
C -0.366 -1.358 0.488
C -0.600 -0.943 1.735
C 0.067 0.699 -0.719
H 2.065 -1.510 -1.148
H 0.894 -1.326 -2.780
H -0.485 -2.491 0.262
H -0.919 0.083 1.963
H -0.889 -1.817 2.256
H 0.399 0.688 -1.733
N 0.851 -1.478 -1.556
N 0.166 -0.674 -0.655
S -0.174 1.940 0.477
```

C3H6N2S2 | ωB97M-V/def2-TZVPD

## Properties
- HOMO level: -8.50 eV
- Structure (SMILES): C=NS/C(C)=N/S
- Spin multiplicity: 1
- Net charge: 0

```
13
C3H6N2S2 | the Open Molecules 2025 dataset | ωB97M-V/def2-TZVPD
C 2.039 -1.675 -0.034
N 2.510 -0.510 -0.006
S 1.602 0.902 -0.017
C -0.171 0.607 -0.081
C -0.973 1.880 -0.017
N -0.605 -0.588 -0.006
S -2.336 -0.714 -0.037
H 1.004 -2.046 -0.068
H 2.733 -2.498 -0.050
H -0.308 2.735 -0.011
H -1.657 2.009 -0.866
H -1.503 1.932 0.971
H -2.336 -2.033 0.223
```

C3H6N2S2 | ωB97M-V/def2-TZVPD

## Properties
- HOMO level: -9.55 eV
- Structure (SMILES): [H][H].CSC#N.N=C=S
- Spin multiplicity: 1
- Net charge: 0

```
13
C3H6N2S2 | the Open Molecules 2025 dataset | ωB97M-V/def2-TZVPD
H 0.851 1.782 -1.677
H 1.290 2.380 -1.894
C -0.660 -2.824 0.312
S -0.143 -1.071 0.293
C -0.895 -0.604 1.718
N -1.415 -0.297 2.693
H -0.496 -3.239 1.302
H -0.039 -3.336 -0.420
H -1.708 -2.900 0.037
N 0.349 4.480 1.263
C 1.078 3.538 1.365
S 2.097 2.376 1.259
H -0.322 4.959 1.823
```

ΔE to the lowest compared entry with this formula, charge and spin / eV: 1.4036; 5.4730; 2.0053; 2.0853
LUMO energy / eV: 0.86; 0.01; 0.75; 0.47
E_tot / eV: -17022.637; -17018.568; -27857.092; -27857.012